Formula: C28H48BF4N4O18S
Source: the OMol25 dataset
Level of theory: wB97M-V/def2-TZVPD

```
! wB97M-V def2-TZVPD RIJCOSX def2/J DEFGRID3
* xyz -1 1
H -3.34 1.92 -0.74
H -1.20 -3.93 -3.71
C 2.82 -1.52 0.21
C -2.28 -2.95 -9.00
H 8.68 2.52 5.26
H -0.06 3.32 1.58
H 1.68 -1.71 -4.56
H -4.18 0.61 1.63
H 4.64 -1.49 1.93
H -2.23 -1.86 -8.99
C -0.03 0.14 1.60
O -2.84 5.76 1.73
O -0.74 5.11 2.25
S 2.63 -5.38 -0.84
C -6.43 1.88 5.37
H 4.82 -1.40 -0.69
O -6.45 4.76 3.44
H 9.08 3.07 3.63
H -2.35 -2.50 0.62
C -3.63 -0.26 1.28
O 6.14 2.94 5.87
H -6.35 4.61 1.37
C -1.73 -1.91 -0.07
N 0.48 -0.87 -0.58
H -4.35 -1.09 1.31
F -0.31 -5.55 2.24
C -6.15 3.50 3.74
H 8.19 4.15 4.71
C 6.47 -1.72 -5.19
H 3.06 -2.58 0.26
C -2.13 -3.13 -6.69
H 6.35 -0.69 -4.86
C 3.88 1.94 4.91
O 4.22 -1.85 -3.83
F -2.48 -5.69 2.43
C 8.33 3.11 4.42
O -6.68 3.21 4.93
H 6.76 -2.36 -4.36
C 4.84 -0.60 1.33
H 4.43 0.29 1.80
C -3.89 0.99 -0.95
H -6.87 1.16 4.68
O -1.61 -3.50 -7.87
N -0.17 -1.07 1.70
O -1.43 7.02 2.97
C -5.93 5.20 2.18
C -1.86 -3.41 -4.39
H 2.24 -0.57 -1.62
C 1.18 -4.92 -1.33
H -4.84 5.15 2.17
H -2.83 -0.55 1.96
H -1.16 4.10 0.47
F -1.28 -6.34 -0.09
C 1.95 -2.71 -4.89
O 5.06 2.02 4.11
O -5.52 2.74 3.05
H 2.44 -1.13 1.15
O -3.08 -2.41 -6.54
H 1.74 -2.24 -1.58
H -2.06 8.82 3.66
H -2.88 -3.75 -4.23
C 4.21 -2.20 -4.97
H -6.24 6.23 2.05
H -1.56 -3.98 2.21
O -1.42 -3.71 -5.73
C 6.11 2.55 4.73
H -1.77 3.32 1.95
B -0.72 -3.89 -0.45
N 0.08 -4.59 -1.65
H 4.05 1.30 5.78
O 3.17 -2.66 -5.65
H -3.34 7.59 3.57
H 3.55 2.93 5.23
H 1.17 -3.08 -5.55
H -1.78 -2.34 -4.20
C 1.83 -1.35 -0.96
H -4.93 1.06 -0.66
H -3.74 0.77 -2.00
H -3.32 -3.28 -9.03
O -0.02 1.32 1.64
H 5.93 -0.53 1.24
C -2.46 8.00 3.07
H 7.25 -1.76 -5.95
H 3.10 1.49 4.29
H -2.73 8.37 2.08
H -0.02 -0.80 -1.46
O 5.27 -2.19 -5.80
F -2.90 -4.88 0.03
H 2.06 -3.38 -4.05
H -6.91 1.77 6.34
N -2.29 -0.76 -0.76
C -0.96 3.89 1.52
C -3.19 -0.11 -0.16
O 0.16 -3.06 0.40
O -1.50 -2.85 -1.13
C -1.78 5.94 2.26
O 7.13 2.57 3.88
H 4.03 0.17 -0.53
C -0.23 -1.73 0.34
C -1.46 -5.00 1.84
C 4.17 -0.81 -0.05
C -1.57 -5.08 0.31
H -1.77 -3.32 -9.88
H -5.37 1.70 5.48
*
```

The value obtained for the LUMO energy is 1.99 eV. For the orbital gap, the calculation gives 7.92 eV. The total energy is -3491.79067 Ha.

---

Formula: C4H13N3
Source: the OMol25 dataset
Level of theory: wB97M-V/def2-TZVPD

```
! wB97M-V def2-TZVPD RIJCOSX def2/J DEFGRID3
* xyz -1 2
H -1.95 -0.71 0.36
H 0.00 -1.53 -3.52
H 1.13 1.01 3.37
N 0.85 1.25 2.43
C -0.05 0.21 0.49
C 1.19 0.24 1.42
H 1.55 -0.74 1.82
H 1.43 2.08 2.27
H -1.21 0.54 -1.96
C -1.35 -0.29 1.20
H -2.07 0.54 1.29
H 1.01 -0.92 -0.90
H -0.22 1.30 0.28
H -1.13 -0.94 2.04
H -1.44 -1.23 -1.90
N -0.12 -0.51 -3.39
C -0.69 -0.44 -2.02
H 0.77 0.01 -3.33
N 0.21 -0.31 -0.82
H 2.10 0.44 0.86
*
```

The value obtained for the LUMO energy (spin up / spin down) is 3.94 / 3.87 eV. For the energy relative to the best compared isomer or geometry (same formula, charge and spin), the calculation gives 145.2 kJ/mol. For the orbital gap (spin up / spin down), the calculation gives 2.58 / 8.66 eV. The total energy is -324.35486 Ha.

---

Formula: CHCl2NO2
Source: the OMol25 dataset
Level of theory: wB97M-V/def2-TZVPD

```
! wB97M-V def2-TZVPD RIJCOSX def2/J DEFGRID3
* xyz 0 1
C -0.37 0.75 0.14
Cl 2.53 -0.76 1.49
H -1.09 0.85 0.94
O -1.72 -0.91 -0.56
Cl 1.24 0.95 0.43
N -0.69 -0.32 -0.78
O 0.10 -0.56 -1.66
*
```

The value obtained for the LUMO energy (spin up / spin down) is -2.80 / -3.05 eV. For the energy relative to the best compared isomer or geometry (same formula, charge and spin), the calculation gives 479.9 kJ/mol. For the orbital gap (spin up / spin down), the calculation gives 8.26 / 7.69 eV. The total energy is -1164.10487 Ha.

---

Formula: C18H20N2O3S
Source: the OMol25 dataset
Level of theory: wB97M-V/def2-TZVPD

```
! wB97M-V def2-TZVPD RIJCOSX def2/J DEFGRID3
* xyz 0 1
H -2.22 1.83 2.62
H 5.04 -1.14 -0.20
C -1.72 -2.29 -0.14
C -1.62 4.07 -1.08
C 3.73 0.23 -0.06
H 5.60 -0.28 1.12
H -2.40 -0.60 -1.39
O -3.06 -2.72 -0.31
C -0.83 3.14 -2.02
C -3.40 -3.68 0.31
N 0.21 1.10 3.31
C -2.77 2.24 1.67
C 5.29 -0.10 -0.08
C 0.24 0.40 2.23
C -0.74 1.95 -1.37
H -0.11 1.14 -1.97
H 3.27 0.07 -1.18
H 7.16 0.39 -0.94
H -1.67 5.17 -1.39
H -2.06 -0.29 1.02
C 6.02 0.73 -0.84
C -1.41 -0.83 -0.86
C -0.28 -1.28 -1.55
H -2.78 4.61 0.56
O -0.20 -1.64 -2.75
H -4.52 -3.91 0.43
H -0.31 3.58 -3.05
H 3.53 1.18 0.44
C -2.19 2.40 0.54
H 5.89 1.61 -0.51
C -1.39 0.17 0.17
H -3.75 1.45 1.72
C -1.39 1.31 -0.35
N 0.99 -1.01 -1.03
C 0.01 -0.06 0.85
C 1.08 -0.63 0.18
H 1.77 -1.52 -1.56
H 5.51 0.70 -1.92
C -2.17 3.59 0.01
H -3.14 -3.91 1.16
H -3.43 3.01 2.02
S 2.60 -0.98 1.22
O -0.97 -3.11 0.43
H -2.99 -4.68 -0.22
*
```

The value obtained for the LUMO energy is -0.45 eV. For the energy relative to the best compared isomer or geometry (same formula, charge and spin), the calculation gives 1663.1 kJ/mol. As for the structure (SMILES): CCCSC1=C(C#N)[C@@H](c2ccccc2C)[C@H](C(=O)OC)C(=O)N1. For the orbital gap, the calculation gives 7.78 eV. The total energy is -1430.76007 Ha.

---

Formula: C23H34LaN4O3S2
Source: the OMol25 dataset
Level of theory: wB97M-V/def2-TZVPD

```
! wB97M-V def2-TZVPD RIJCOSX def2/J DEFGRID3
* xyz 1 1
H -7.20 -19.89 -8.23
N -7.17 -19.80 -4.67
C -2.86 -19.14 3.32
S -0.82 -17.72 2.20
H -2.22 -14.34 -5.21
C -1.57 -17.09 -4.06
H -8.69 -19.75 -6.03
C 0.28 -19.12 1.99
H -0.76 -19.49 -5.96
H -0.27 -19.98 1.54
C -6.21 -20.97 -2.77
H -4.60 -20.08 4.02
C -1.75 -18.39 3.66
H 0.48 -15.62 -5.97
H 0.65 -19.31 3.00
C -1.33 -18.21 4.99
H 1.12 -18.74 1.36
O -8.18 -21.67 -3.93
H -1.63 -15.64 -1.75
C -1.20 -14.74 -4.96
C -0.81 -15.45 -2.50
H -7.39 -18.54 -3.17
O -1.95 -17.87 -3.07
H -0.42 -17.70 5.34
C -6.10 -22.24 -2.17
H -3.79 -20.13 6.46
H -6.01 -16.79 -3.87
N -1.50 -17.57 -5.31
La -2.32 -18.89 -0.91
H -5.56 -18.91 -2.66
H -5.15 -23.42 -0.76
C -1.24 -16.72 -6.50
H -5.80 -19.83 -7.19
H -1.89 -18.83 7.06
C -1.62 -19.02 -5.51
H -1.84 -19.51 -4.56
H -8.36 -18.03 -4.70
H -0.60 -17.31 -7.15
C -3.63 -19.72 4.35
H -0.58 -13.92 -4.61
O -1.83 -17.75 0.97
C -6.83 -19.55 -7.23
C -0.55 -15.42 -6.15
C -5.16 -22.42 -1.15
H 0.06 -16.00 -2.19
H -0.65 -14.69 -6.99
S -1.28 -21.09 -0.29
H -3.25 -19.00 2.30
C -7.29 -20.82 -3.77
C -4.41 -21.33 -0.72
H -6.85 -22.92 -2.41
N -1.33 -15.78 -3.82
H -2.48 -19.21 -6.17
H -5.23 -18.18 -4.56
H -7.61 -21.20 -6.17
C -6.15 -17.59 -4.65
C -7.62 -20.15 -6.05
H -0.57 -14.32 -2.51
H -3.70 -21.40 0.08
C -3.25 -19.65 5.65
H -6.20 -17.11 -5.64
C -2.09 -18.99 5.95
H -2.22 -16.53 -7.03
C -7.33 -18.42 -4.29
N -4.55 -20.12 -1.31
H -6.85 -18.46 -7.20
C -5.45 -19.92 -2.32
*
```

The value obtained for the LUMO energy is -2.36 eV. For the energy relative to the best compared isomer or geometry (same formula, charge and spin), the calculation gives 47.0 kJ/mol. For the orbital gap, the calculation gives 7.10 eV. The total energy is -2169.32654 Ha.

---

Formula: C4H10N2O2
Source: the OMol25 dataset
Level of theory: wB97M-V/def2-TZVPD

```
! wB97M-V def2-TZVPD RIJCOSX def2/J DEFGRID3
* xyz 0 1
H -2.38 0.30 0.93
H 1.87 1.53 0.86
H -1.94 -0.63 2.37
O -1.06 -0.27 -1.80
H 1.49 -0.10 -2.33
H -1.89 -0.46 -1.36
H -1.65 1.13 2.33
N 0.12 0.71 0.05
O -0.39 -1.35 0.17
H 2.05 -1.03 -0.91
N 1.20 1.57 0.09
H 0.49 -0.10 1.96
C -1.66 0.21 1.74
C 1.22 -0.87 -1.61
H 1.86 1.62 -0.68
C -0.04 -0.49 -0.86
C -0.29 -0.01 1.18
H 1.01 -1.79 -2.15
*
```

The value obtained for the LUMO energy is 0.99 eV. For the energy relative to the best compared isomer or geometry (same formula, charge and spin), the calculation gives 412.4 kJ/mol. As for the structure (SMILES): C[C@H]1O[C@@](C)(O)N1N. For the orbital gap, the calculation gives 8.66 eV. The total energy is -418.30390 Ha.

---

Formula: C5H9NO2
Source: the OMol25 dataset
Level of theory: wB97M-V/def2-TZVPD

```
! wB97M-V def2-TZVPD RIJCOSX def2/J DEFGRID3
* xyz 0 1
O 1.16 -0.93 -1.02
O 1.94 1.78 -0.59
H -0.69 -1.30 -1.86
H -2.08 1.43 -0.77
C 2.21 0.91 0.12
H 1.28 -1.44 -0.15
H -1.79 -0.97 1.79
H -0.68 1.85 0.21
H 3.22 -0.14 1.51
H -0.80 -2.17 0.83
H -0.08 0.37 -1.87
C -0.18 -0.53 -1.26
C -1.00 -0.25 -0.02
C -1.51 1.15 0.12
H -2.15 1.26 0.99
C -1.22 -1.18 0.90
N 2.38 0.17 1.08
*
```

The value obtained for the LUMO energy is 0.81 eV. For the energy relative to the best compared isomer or geometry (same formula, charge and spin), the calculation gives 168.7 kJ/mol. As for the structure (SMILES): C=C(C)CO.N=C=O. For the orbital gap, the calculation gives 10.32 eV. The total energy is -401.11249 Ha.

---

Formula: C31H40BN7O2S4SnTe
Source: the OMol25 dataset
Level of theory: wB97M-V/def2-TZVPD

```
! wB97M-V def2-TZVPD RIJCOSX def2/J DEFGRID3
* xyz -2 1
C -2.87 -0.59 4.80
C 2.65 -0.47 3.49
N -1.44 1.19 3.88
H 0.14 3.05 -4.39
H 1.82 2.95 -3.84
C 1.14 -2.46 -5.87
C -2.25 -0.91 -6.03
N 0.59 1.44 3.06
Te -1.52 -4.67 -2.25
C 2.77 -1.80 3.44
H -3.53 2.78 4.46
H 2.99 2.91 -2.10
C 4.05 -4.18 1.92
C -3.82 0.25 -2.80
H 2.13 -4.35 3.83
C -3.57 1.80 4.94
H -3.90 -0.93 4.93
C -3.12 -0.33 -5.15
H -1.54 2.65 -2.01
S 2.54 -0.95 -0.32
C -2.83 -0.32 -3.79
B 1.87 1.47 2.17
H -4.64 0.52 2.88
C 1.38 -2.40 -4.50
H 2.33 -2.70 -4.08
H 0.61 5.64 -1.58
H -3.41 1.60 2.16
Sn -1.57 -0.84 -0.91
H 2.91 -2.50 4.25
C -2.85 0.76 4.08
S -0.66 -0.85 2.24
H 0.62 -1.81 -2.59
H -3.14 1.86 5.94
H 0.64 1.73 -3.34
C 2.76 2.15 -0.07
S -2.54 -3.09 -0.70
H -4.05 0.12 -5.47
H 4.45 -3.98 2.91
H -3.18 -0.14 2.13
H 0.43 5.52 -3.35
N 2.65 -2.19 2.12
H 2.66 -3.58 -0.38
H -1.39 2.92 5.18
H 0.74 -3.80 2.87
H -2.44 -0.92 -7.10
C -0.52 0.64 3.01
S -0.87 3.09 0.81
C 0.35 2.46 3.95
H -1.51 4.32 -1.50
H 4.69 -3.70 1.18
H 1.97 5.10 -2.58
H -0.26 -2.10 -7.46
C -0.07 -2.05 -6.39
C 2.40 2.72 -1.22
H -4.61 1.50 5.03
C -0.88 2.31 4.46
C -1.15 3.63 -2.25
C 0.78 2.79 -3.55
H 1.98 -5.05 0.31
H 1.04 -3.56 0.32
C 2.61 -3.64 1.80
H 4.05 -5.26 1.75
O -4.81 0.83 -3.24
H 2.66 2.18 2.76
C 0.60 2.67 0.12
N 1.66 2.08 0.76
H -1.54 3.92 -3.23
C -0.82 -1.43 -4.15
H 3.72 1.76 0.24
N 2.46 0.01 2.21
N -1.71 -0.85 -3.31
N 1.05 3.03 -1.14
C -1.05 -1.48 -5.55
H -2.33 -1.33 4.22
C 0.38 3.62 -2.32
C 1.70 -4.33 2.82
H -2.40 -0.50 5.79
O -3.53 0.12 -1.56
H 1.91 -2.82 -6.54
H 1.51 -5.35 2.51
C -3.57 0.68 2.73
C 2.05 -3.97 0.42
C 0.88 5.07 -2.47
C 2.48 -1.06 1.35
C 0.37 -2.01 -3.63
H 1.09 3.21 4.14
H 2.66 0.19 4.34
*
```

The value obtained for the LUMO energy is 4.21 eV. For the energy relative to the best compared isomer or geometry (same formula, charge and spin), the calculation gives 81.5 kJ/mol. For the orbital gap, the calculation gives 4.83 eV. The total energy is -3839.27205 Ha.

---

Formula: C49H38NO2P3TeV
Source: the OMol25 dataset
Level of theory: wB97M-V/def2-TZVPD

```
! wB97M-V def2-TZVPD RIJCOSX def2/J DEFGRID3
* xyz 1 1
C 2.80 0.31 5.19
P -0.50 0.29 2.66
Te -2.76 3.38 0.97
C -0.74 2.83 3.70
C -0.65 2.87 -3.62
H -7.21 -0.98 1.28
C -1.29 3.85 4.46
O 2.09 0.70 0.17
C 0.24 6.64 -0.87
C -1.23 -1.32 3.12
C -0.12 5.35 -1.23
C -3.78 5.50 -0.99
C -5.03 3.47 -1.05
C 1.49 0.41 4.74
H -1.52 -1.62 -5.83
H -1.70 -3.27 5.85
C -5.77 4.02 -2.09
V 0.10 0.69 0.37
C 1.07 6.86 0.23
C 1.56 5.79 0.96
H -3.84 2.13 5.88
C 2.24 -0.04 2.51
N -5.55 5.24 -2.60
H 3.02 0.44 6.24
C -2.18 -3.44 2.50
H -0.13 7.48 -1.44
H 0.70 0.66 5.44
C -2.41 3.60 5.24
C -6.21 -0.73 0.93
C -4.57 5.96 -2.04
H 2.23 5.96 1.79
C 0.83 2.16 -5.37
C -2.18 -3.84 3.83
H -6.65 -1.18 -1.12
C 1.19 0.21 3.40
C -5.90 -0.84 -0.41
O 0.89 -1.07 0.76
H 1.06 2.06 -6.43
C 1.20 4.49 0.60
H 2.66 1.22 -4.74
H -1.60 3.31 -3.31
C 3.83 0.06 4.29
C -1.62 -1.23 -4.82
H -2.53 -4.83 4.11
H -0.86 -1.05 5.23
H -2.84 4.39 5.84
C -5.25 -0.30 1.83
H 1.34 7.87 0.50
H -1.69 -1.90 1.11
H 4.35 -0.27 2.22
C 0.25 2.40 -2.67
H -0.45 -1.73 -1.69
H -2.55 -4.12 1.73
C -0.36 2.75 -4.97
C -2.47 -0.15 -4.57
H -4.41 6.96 -2.45
P -1.97 0.40 -0.53
C 1.73 1.68 -4.43
C 3.55 -0.10 2.93
H -3.00 6.13 -0.57
H -3.23 1.21 -3.10
C -4.63 -0.52 -0.87
C -1.71 -2.97 4.81
H -1.06 3.11 -5.71
H -5.26 2.48 -0.68
C -2.97 2.33 5.27
H -4.40 -0.63 -1.91
H -5.48 -0.21 2.89
H -0.76 5.19 -2.09
H -2.86 0.31 4.53
C 1.44 1.80 -3.07
C -1.88 -0.22 -2.24
H -3.03 0.30 -5.39
H 2.15 1.44 -2.33
C 1.81 -0.18 1.08
C -1.78 2.19 -0.51
C -1.02 -1.29 -2.50
C -1.70 -2.19 2.15
C 0.35 4.27 -0.48
C -1.23 -1.72 4.46
H 1.59 3.65 1.16
C -1.29 1.54 3.72
H -3.24 0.35 2.09
C -0.89 -1.79 -3.79
C -2.59 0.35 -3.29
H 4.85 -0.01 4.64
C -4.01 4.23 -0.50
C -3.65 -0.07 0.03
H 0.13 3.02 3.09
P -0.09 2.58 -0.89
H -6.58 3.45 -2.55
H -0.21 -2.62 -3.99
C -2.41 1.30 4.51
C -3.98 0.02 1.38
H -0.85 4.84 4.43
*
```

The value obtained for the LUMO energy (spin up / spin down) is -3.17 / -3.17 eV. For the orbital gap (spin up / spin down), the calculation gives 7.22 / 7.22 eV. The total energy is -4331.13858 Ha.

---

Formula: C18H19N3
Source: the OMol25 dataset
Level of theory: wB97M-V/def2-TZVPD

```
! wB97M-V def2-TZVPD RIJCOSX def2/J DEFGRID3
* xyz 0 1
C -2.09 -3.13 -3.11
C -1.08 -1.51 -1.64
N -0.11 0.14 -0.02
C 0.59 2.29 2.10
H -0.18 -5.28 -1.35
C 0.28 -3.52 -2.43
C -3.34 -1.12 -2.55
H -1.13 1.98 3.41
H -1.51 2.20 1.66
H 0.60 5.23 3.92
C 1.51 1.57 1.28
H 1.15 -2.82 -2.49
N 1.26 -1.43 -0.49
H 0.05 -3.98 -0.29
H -0.37 3.80 4.32
C 2.78 2.09 0.98
H 3.44 1.58 0.33
H -0.81 4.82 2.90
C -0.81 1.78 2.37
N 2.00 -0.61 0.28
H -2.07 -4.06 -3.63
H -0.86 0.69 2.24
C 0.04 4.42 3.50
C -2.27 -0.72 -1.75
C 2.20 4.06 2.29
C 0.44 -4.42 -1.19
H 2.42 5.04 2.66
C -3.26 -2.37 -3.17
H 0.36 -4.17 -3.31
C 3.11 3.33 1.50
H 1.68 -2.24 -0.95
C -0.98 -2.71 -2.38
H -2.36 0.24 -1.19
H -4.07 -2.73 -3.80
H -4.26 -0.53 -2.62
C 1.16 0.36 0.52
H 1.48 -4.71 -1.09
C -0.01 -0.95 -0.74
C 0.94 3.55 2.62
H 4.09 3.82 1.32
*
```

The value obtained for the LUMO energy is 0.57 eV. For the energy relative to the best compared isomer or geometry (same formula, charge and spin), the calculation gives 0.0 kJ/mol. As for the structure (SMILES): CCc1ccccc1-c1nc(-c2cccc(C)c2C)n[nH]1. For the orbital gap, the calculation gives 8.93 eV. The total energy is -861.58097 Ha.